Entry from OMol25: a cluster of 24 separate species, C48H144O48 in total in a non-equilibrium geometry (ωB97M-V with the def2-TZVPD basis set).

Last column: Mulliken charge in e.
Element x y z (Å)
C: -30.39959 -2.81032 -6.57329  -0.109
C: -31.87738 -2.45405 -7.10086  -0.553
O: -32.24253 -1.16412 -6.67755  -0.549
O: -30.51342 -2.76597 -5.13906  -0.549
H: -29.63490 -2.07163 -6.81341  0.330
H: -29.91978 -3.72296 -6.92680  0.142
H: -32.63208 -3.17965 -6.79746  0.296
H: -31.89784 -2.55826 -8.18568  0.368
H: -32.40965 -1.21475 -5.73357  0.327
H: -30.18655 -1.89193 -4.91364  0.305
C: -32.21497 -8.69439 -8.24309  -0.018
C: -31.23306 -7.87061 -9.11080  0.610
O: -31.30218 -8.38196 -10.42705  -0.581
O: -31.68299 -8.55912 -6.90590  -0.447
H: -32.17370 -9.73477 -8.56559  -0.186
H: -33.25035 -8.36338 -8.32379  0.316
H: -30.18528 -7.97117 -8.82770  -0.545
H: -31.46913 -6.80734 -9.15353  0.477
H: -30.37306 -8.32440 -10.66163  -0.009
H: -32.07976 -9.23158 -6.34737  0.264
C: -21.50653 -15.27231 -11.21560  0.133
C: -20.73398 -13.99469 -11.63341  -0.220
O: -20.32135 -13.37159 -10.45187  -0.582
O: -20.77730 -16.20070 -10.40503  -0.694
H: -21.67774 -15.80807 -12.14928  0.361
H: -22.49468 -14.98773 -10.85410  -0.190
H: -21.31072 -13.42772 -12.36417  0.006
H: -19.85550 -14.17745 -12.25225  0.470
H: -21.01992 -13.09803 -9.85290  0.131
H: -20.72316 -15.71950 -9.57610  0.533
C: -22.19591 -14.82457 -7.79451  0.109
C: -22.54745 -13.34989 -7.53382  0.097
O: -22.23922 -12.55530 -8.66087  0.994
O: -20.85055 -15.02128 -7.81100  -0.667
H: -22.66681 -14.99580 -8.76250  -0.586
H: -22.59222 -15.48829 -7.02606  0.509
H: -22.00795 -12.86227 -6.72186  0.290
H: -23.60528 -13.16444 -7.34753  -0.616
H: -22.63343 -11.68006 -8.64873  -0.554
H: -20.45537 -14.17580 -7.58604  0.336
C: -22.08572 -9.02041 -8.68600  0.261
C: -20.58124 -9.44548 -8.73895  -0.371
O: -19.86985 -8.49255 -9.56757  -0.494
O: -22.89098 -9.83134 -7.91135  1.073
H: -22.61863 -8.87273 -9.62532  -0.106
H: -22.14665 -8.06459 -8.16563  -0.061
H: -20.40365 -10.41363 -9.20718  -0.180
H: -20.12726 -9.49323 -7.74914  0.407
H: -19.55638 -7.82897 -8.94870  0.334
H: -22.93678 -9.52253 -7.00353  -0.751
C: -24.70602 -11.36059 -12.67180  0.010
C: -25.04338 -9.84879 -12.34058  -0.556
O: -26.45333 -9.56218 -12.00510  2.392
O: -24.97944 -12.23907 -11.55526  0.603
H: -23.67716 -11.52631 -12.99132  0.427
H: -25.31026 -11.64346 -13.53377  -0.446
H: -24.75607 -9.19234 -13.16194  0.637
H: -24.30423 -9.54250 -11.60035  -0.349
H: -26.64075 -9.97456 -11.15869  -1.043
H: -24.82420 -13.15751 -11.78760  -0.266
C: -28.78789 -6.48627 -12.05390  0.067
C: -28.21441 -6.57177 -13.47826  -0.910
O: -26.93047 -7.20549 -13.50067  -0.638
O: -28.65699 -7.70266 -11.31163  0.482
H: -29.83021 -6.18149 -12.14763  0.513
H: -28.24447 -5.76242 -11.44659  -0.009
H: -28.10894 -5.55793 -13.86439  0.511
H: -28.90283 -7.11363 -14.12677  0.296
H: -26.90829 -8.06287 -13.06937  -0.181
H: -27.87639 -7.69201 -10.75293  -0.572
C: -26.25881 -14.49329 -8.82957  1.358
C: -26.07724 -15.77692 -9.63556  -0.906
O: -26.43435 -15.60665 -10.98440  -0.673
O: -25.94055 -14.68927 -7.52024  -0.428
H: -27.29689 -14.16095 -8.82360  0.027
H: -25.57330 -13.76435 -9.26179  -0.691
H: -26.58345 -16.62397 -9.17259  0.282
H: -25.03758 -16.10388 -9.61831  0.335
H: -27.38103 -15.48567 -11.08819  0.361
H: -26.75846 -14.79314 -7.02848  -0.095
C: -25.42496 -8.54341 -0.50090  -0.652
C: -24.80985 -8.37223 -1.88767  -0.153
O: -25.61891 -9.02715 -2.87729  0.260
O: -25.05522 -9.73879 0.17353  -0.571
H: -26.51145 -8.45628 -0.49332  0.170
H: -24.98074 -7.68569 0.00415  0.435
H: -23.76438 -8.67825 -1.84987  0.262
H: -24.79788 -7.28935 -2.01152  0.192
H: -26.38916 -8.49027 -3.07746  -0.076
H: -25.47640 -10.42469 -0.34969  0.304
C: -28.90554 -10.81693 -13.58976  1.637
C: -28.51075 -10.56738 -15.06626  -0.506
O: -28.22111 -11.81952 -15.62934  -0.586
O: -30.09303 -11.50037 -13.49980  -0.782
H: -28.99443 -9.90809 -12.99460  -0.550
H: -28.11593 -11.37255 -13.08390  -0.533
H: -27.64141 -9.92507 -15.20684  0.209
H: -29.35822 -10.10048 -15.56816  0.476
H: -27.51305 -12.10863 -15.04911  0.277
H: -30.43703 -11.52902 -12.60401  0.361
C: -27.67021 -3.86740 -4.73886  0.370
C: -27.38440 -2.76289 -3.75246  -0.906
O: -26.14303 -2.09116 -3.93786  -0.498
O: -26.70567 -4.89701 -4.55820  -0.336
H: -27.58811 -3.41783 -5.72843  -0.055
H: -28.63715 -4.31273 -4.50472  0.216
H: -27.46433 -3.00873 -2.69356  0.294
H: -28.14046 -1.98877 -3.88369  0.358
H: -26.36976 -1.17959 -3.73973  0.322
H: -25.83814 -4.58127 -4.29498  0.167
C: -27.48663 -2.33371 -11.00521  -0.123
C: -28.32661 -1.53516 -12.06788  -0.628
O: -28.59381 -2.36880 -13.16932  -0.536
O: -28.27106 -3.31580 -10.36578  -0.507
H: -26.90049 -1.68588 -10.35339  0.345
H: -26.75699 -2.88068 -11.60233  0.158
H: -27.72583 -0.66096 -12.31874  0.387
H: -29.24914 -1.20786 -11.58839  0.263
H: -29.27182 -2.98346 -12.87934  0.313
H: -27.71754 -4.02090 -10.02221  0.082
C: -28.90543 -14.29184 -5.12328  0.406
C: -27.93944 -15.31630 -4.55977  -0.660
O: -27.41578 -16.20935 -5.55414  -0.504
O: -29.14437 -13.25564 -4.14826  -0.686
H: -29.85643 -14.75128 -5.39273  0.359
H: -28.44227 -13.78320 -5.96878  -0.335
H: -28.37858 -16.01797 -3.85060  0.545
H: -27.07798 -14.79995 -4.13626  0.294
H: -27.09483 -16.97277 -5.06857  0.304
H: -29.18963 -13.68688 -3.29176  0.296
C: -29.02083 -7.82219 -5.19314  -0.181
C: -28.51191 -8.85523 -4.14403  0.193
O: -28.25179 -8.17462 -2.92489  -0.576
O: -27.88638 -7.09035 -5.64710  -0.035
H: -29.78058 -7.15934 -4.77902  0.467
H: -29.51014 -8.34368 -6.01577  -0.263
H: -27.80869 -9.60481 -4.50696  -0.270
H: -29.41749 -9.43238 -3.95717  0.538
H: -28.43460 -8.79815 -2.21822  0.267
H: -27.60100 -6.42963 -5.01180  0.023
C: -29.23259 -14.53309 -12.29533  0.985
C: -29.19991 -15.56019 -13.42056  -1.075
O: -30.34439 -16.37851 -13.56151  -0.596
O: -29.18021 -15.06298 -10.94446  -0.783
H: -30.16041 -13.99500 -12.48952  0.448
H: -28.37637 -13.86548 -12.39174  -0.448
H: -28.39043 -16.28332 -13.32099  0.263
H: -28.95361 -15.13698 -14.39438  0.537
H: -30.39910 -16.69256 -14.46704  0.356
H: -29.49022 -14.47310 -10.25342  0.332
C: -23.36636 -5.98343 -5.92531  0.797
C: -23.54148 -5.98683 -4.47666  0.122
O: -23.93983 -4.69889 -4.02081  -0.640
O: -22.45014 -5.03368 -6.42190  -0.662
H: -24.22529 -5.62778 -6.49439  -0.366
H: -23.03766 -6.97511 -6.23623  -0.468
H: -22.59953 -6.25719 -3.99944  0.832
H: -24.33453 -6.66504 -4.16173  -0.388
H: -23.48142 -4.66588 -3.17799  0.329
H: -22.96072 -4.22454 -6.50065  0.422
C: -24.36263 -15.16750 -13.98047  -0.645
C: -25.61761 -15.02974 -14.71155  -0.784
O: -26.14771 -13.70709 -14.69093  -0.327
O: -24.50372 -14.68645 -12.64027  -0.443
H: -23.63960 -14.48785 -14.43148  0.430
H: -24.01069 -16.19580 -14.06309  0.383
H: -26.37506 -15.68540 -14.28205  0.150
H: -25.38460 -15.39385 -15.71217  0.354
H: -25.52122 -13.17213 -15.18380  0.216
H: -25.10560 -15.29973 -12.21222  0.154
C: -20.80991 -9.74858 -12.66540  0.203
C: -19.51501 -8.93756 -13.16578  -0.443
O: -18.56985 -8.78068 -12.10769  -0.598
O: -21.51614 -10.16734 -13.85412  -0.547
H: -21.43013 -9.11567 -12.03070  0.120
H: -20.55511 -10.66163 -12.12733  0.039
H: -19.69279 -7.93641 -13.55847  0.258
H: -18.99814 -9.45457 -13.97427  0.312
H: -18.98408 -8.56324 -11.26939  0.380
H: -21.00870 -10.81786 -14.34496  0.310
C: -30.48353 -12.42574 -8.84649  -0.156
C: -30.21610 -11.74328 -10.18065  1.502
O: -31.22075 -11.89528 -11.17181  -0.697
O: -30.45755 -13.89235 -8.96656  -0.671
H: -31.47695 -12.27910 -8.42258  0.303
H: -29.75578 -12.06171 -8.12125  -0.189
H: -29.26329 -12.07520 -10.59306  -0.466
H: -30.07658 -10.67287 -10.02942  -0.190
H: -31.99505 -11.39613 -10.90183  0.343
H: -31.34260 -14.18194 -9.19987  0.324
C: -25.90047 -12.33350 -4.71454  1.453
C: -24.50699 -12.57243 -4.08790  -0.527
O: -23.91411 -11.37977 -3.43581  -0.677
O: -26.80127 -11.87675 -3.76178  -0.505
H: -26.32316 -13.16802 -5.27399  -0.336
H: -25.74559 -11.57861 -5.48542  -0.577
H: -23.83762 -12.89888 -4.88381  0.045
H: -24.58255 -13.32573 -3.30371  0.338
H: -24.60389 -10.96013 -2.91649  0.092
H: -27.64253 -12.32795 -3.86330  0.666
C: -25.75740 -5.30465 -8.95139  0.290
C: -25.02126 -5.39235 -10.27670  -0.589
O: -25.03789 -6.69860 -10.82159  -0.404
O: -27.09764 -5.52861 -9.09284  0.588
H: -25.65091 -4.32848 -8.47826  0.348
H: -25.50365 -6.09561 -8.24564  -0.234
H: -24.00015 -5.15246 -9.98025  0.493
H: -25.31066 -4.56911 -10.92987  0.033
H: -25.94520 -6.81529 -11.11275  -0.058
H: -27.30619 -6.33433 -8.61439  -0.526
C: -21.28461 -9.31238 -4.92234  -0.512
C: -20.65150 -10.67218 -4.96038  -0.007
O: -20.96332 -11.46424 -3.82019  -0.602
O: -22.69926 -9.35627 -5.02565  0.482
H: -20.98453 -8.69109 -5.76619  0.434
H: -21.03862 -8.77809 -4.00467  0.180
H: -19.57684 -10.49005 -4.95453  0.492
H: -20.91915 -11.12094 -5.91698  -0.523
H: -21.91794 -11.48776 -3.91889  0.268
H: -23.18316 -9.93828 -4.43513  -0.013
C: -33.26784 -12.88484 -5.71145  -0.338
C: -32.69975 -11.50224 -5.65085  0.664
O: -33.62153 -10.51098 -5.66607  -0.503
O: -33.59229 -13.27814 -4.37574  -0.547
H: -32.38608 -13.47971 -5.94966  0.139
H: -34.10569 -13.07776 -6.38143  0.307
H: -32.15210 -11.29031 -6.56913  -0.634
H: -31.98815 -11.47771 -4.82554  0.329
H: -33.98581 -10.49646 -4.77799  0.341
H: -34.33276 -12.76362 -4.04623  0.313
C: -26.89870 -9.67011 -7.86367  -0.965
C: -26.08458 -10.57062 -8.81212  1.082
O: -26.74053 -11.23485 -9.85525  0.576
O: -27.17970 -8.35111 -8.29515  0.926
H: -26.48669 -9.68923 -6.85472  0.159
H: -27.86566 -10.11165 -7.62253  -0.322
H: -25.70215 -11.40591 -8.22549  -0.390
H: -25.24990 -10.01533 -9.23998  -0.099
H: -26.09874 -11.82592 -10.25568  -0.758
H: -27.47325 -7.78727 -7.57576  -0.455

Output
LUMO level (eV): -0.4
Total charge: 0
Orbital gap (eV): 8.65
Energy above the lowest of the compared OMol25 structures with the same formula, charge and spin (kJ/mol): 554.6